The following is a quantum chemistry calculation of a structure of composition C19H29Cl22F3NO3, from OMol25.

Summary:
E_tot: -311440.7894 eV
ΔE to the lowest compared entry with this formula, charge and spin: 2.816 eV
HOMO level: -10.751 eV
Kohn-Sham gap: 0.22785 Ha

```
! RIJCOSX wB97M-V def2-TZVPD def2/J DEFGRID3
* xyz 1 1
O 2.421 -0.540 0.270
C 2.396 0.605 0.654
O 3.519 1.179 1.118
C 1.064 1.327 0.607
C 0.373 1.591 1.758
C -0.822 2.253 1.708
N -1.306 2.627 0.532
C -2.585 3.389 0.423
O -2.509 4.382 -0.562
C -1.984 5.561 -0.112
F -0.921 5.385 0.690
F -2.866 6.304 0.538
F -1.578 6.236 -1.176
C -0.671 2.372 -0.615
C 0.508 1.721 -0.604
H 3.419 2.144 1.159
H 0.727 1.292 2.735
H -1.358 2.491 2.647
H -2.924 3.740 1.398
H -3.329 2.664 0.084
H -1.090 2.681 -1.563
H 1.027 1.541 -1.539
C -4.006 -0.050 3.173
Cl -5.221 0.416 4.350
Cl -2.913 1.307 2.764
H -3.410 -0.859 3.581
H -4.507 -0.376 2.260
C 6.318 -0.846 0.796
Cl 7.778 -0.481 -0.121
Cl 6.624 -1.118 2.517
H 5.634 -0.010 0.703
H 5.870 -1.741 0.381
C 1.903 -1.841 -1.793
Cl 1.716 -0.513 -2.954
Cl 2.771 -3.209 -2.495
H 2.463 -1.479 -0.940
H 0.918 -2.168 -1.478
C 4.328 -0.170 -5.963
Cl 3.351 -0.652 -7.355
Cl 5.230 1.316 -6.282
H 3.669 -0.003 -5.120
H 5.030 -0.965 -5.737
C 6.591 2.462 4.225
Cl 5.558 3.449 3.175
Cl 7.033 3.330 5.695
H 6.050 1.562 4.496
H 7.493 2.205 3.682
C 2.318 -0.609 5.059
Cl 0.824 0.198 5.563
Cl 2.943 0.073 3.550
H 3.063 -0.482 5.835
H 2.112 -1.662 4.907
C -0.820 -3.087 -3.751
Cl -1.603 -4.560 -4.321
Cl -1.610 -2.462 -2.288
H 0.217 -3.307 -3.523
H -0.880 -2.332 -4.527
C 6.676 -4.640 -2.544
Cl 5.660 -3.783 -1.375
Cl 6.733 -3.795 -4.094
H 7.682 -4.712 -2.147
H 6.264 -5.631 -2.700
C -3.618 -4.298 -2.900
Cl -3.645 -3.157 -1.542
Cl -4.883 -5.518 -2.743
H -3.774 -3.747 -3.820
H -2.654 -4.792 -2.920
C -7.591 -1.463 1.471
Cl -5.854 -1.671 1.174
Cl -7.893 -0.225 2.694
H -8.071 -1.164 0.546
H -8.000 -2.407 1.814
C -10.249 1.890 0.195
Cl -11.790 1.125 0.577
Cl -9.088 0.723 -0.459
H -10.415 2.665 -0.544
H -9.836 2.318 1.101
*
```

---

The following is a quantum chemistry calculation of a structure of composition C10H13F6MnN2O14S2, from OMol25.

Summary:
E_tot: -111520.0453 eV
ΔE to the lowest compared entry with this formula, charge and spin: 1.289 eV
HOMO level (alpha / beta): -4.907 / -5.272 eV
Kohn-Sham gap (alpha / beta): 0.27314 / 0.28652 Ha

```
! RIJCOSX wB97M-V def2-TZVPD def2/J DEFGRID3
* xyz -1 6
Mn -0.909 0.107 1.158
C 0.763 -1.008 -2.877
F -0.239 -1.468 -3.599
F 1.372 -1.942 -2.165
F 1.655 -0.535 -3.754
S 0.302 0.610 -1.885
O 1.323 0.710 -0.884
O 0.298 1.665 -2.867
N -1.131 0.286 -0.863
S -2.283 0.712 -1.871
O -2.472 2.152 -1.971
O -2.248 0.096 -3.188
C -3.778 -0.103 -1.030
F -4.900 0.354 -1.586
F -3.689 -1.422 -1.129
F -3.840 0.233 0.254
O -2.181 -0.406 2.534
H -2.939 0.151 2.721
N 1.026 -0.566 3.748
O 2.091 -0.262 4.262
O 0.684 -0.203 2.555
O 0.165 -1.239 4.341
C 0.513 4.977 -1.912
C 0.755 4.826 -0.387
C -0.180 5.589 0.595
O -0.935 4.533 1.148
C -0.379 3.329 0.852
O -0.745 2.333 1.391
O 0.626 3.475 -0.014
H 1.054 4.204 -2.462
H 0.770 5.965 -2.283
H -0.508 4.628 -2.097
H 1.799 5.133 -0.299
H -0.885 6.249 0.092
H 0.403 6.032 1.402
C 2.433 -5.571 0.197
C 1.119 -5.082 0.771
C 1.263 -4.439 2.149
O 0.820 -3.091 1.953
C 0.472 -2.876 0.694
O 0.096 -1.848 0.213
O 0.764 -3.956 -0.066
H 2.813 -6.439 0.743
H 3.211 -4.817 0.113
H 2.225 -6.000 -0.786
H 0.347 -5.850 0.758
H 2.326 -4.306 2.353
H 0.750 -4.917 2.977
*
```

---

The following is a quantum chemistry calculation of a cluster of 2 separate species, C2H7N3O in total, from OMol25.

Summary:
E_tot: -8700.5114 eV
ΔE to the lowest compared entry with this formula, charge and spin: 5.766 eV
HOMO level (alpha / beta): -7.769 / -7.998 eV
Kohn-Sham gap (alpha / beta): 0.31230 / 0.32281 Ha

```
! RIJCOSX wB97M-V def2-TZVPD def2/J DEFGRID3
* xyz 0 1
C -0.954 -1.532 -1.594
C 1.067 1.252 0.496
N -0.558 -1.400 -0.430
N -0.218 0.899 1.119
N -1.093 0.430 0.250
O 1.920 0.171 0.823
H -0.694 -2.495 -2.062
H -1.249 -0.734 -2.357
H 0.791 1.362 -0.660
H 1.669 2.089 0.873
H -0.048 0.493 2.099
H -1.987 0.086 0.852
H 1.355 -0.620 0.592
*
```

---

The following is a quantum chemistry calculation of the molecule CH3NO4, from OMol25.

Summary:
structure (SMILES): COO[N+](=O)[O-]
E_tot: -10758.3658 eV
ΔE to the lowest compared entry with this formula, charge and spin: 5.149 eV
HOMO level: -10.944 eV
Kohn-Sham gap: 0.41394 Ha

```
! RIJCOSX wB97M-V def2-TZVPD def2/J DEFGRID3
* xyz 0 1
C 0.588 -0.351 -0.477
N -0.815 1.967 -2.604
O -0.337 3.016 -2.368
O -1.249 1.499 -3.593
O 0.193 1.076 -0.684
O -0.925 1.024 -1.603
H 1.712 -0.320 -0.335
H 0.255 -0.880 -1.361
H 0.056 -0.714 0.396
*
```